ORCA calculation (ωB97M-V with the def2-TZVPD basis set) on C6H8 in the gas phase.

CARTESIAN COORDINATES (ANGSTROEM)
C 0.340 -0.999 1.380
C -0.051 0.160 0.474
C -1.373 -0.132 -0.233
C -1.409 0.367 -1.496
C -0.224 0.999 -1.669
C 0.862 0.446 -0.789
H 0.422 -1.927 0.802
H -0.443 -1.141 2.133
H 1.287 -0.834 1.906
H -0.072 1.092 1.058
H -2.148 -0.709 0.268
H -0.171 2.012 -2.064
H 1.302 -0.492 -1.154
H 1.678 1.158 -0.617

Results
largest force on an atom	0.4	eV Å⁻¹
electronic energy	-233.2693	Ha
E_HOMO (alpha / beta)	-8.089 / -8.115	eV
structure (SMILES)	C[C@@H]1C=C=CC1
HOMO-LUMO gap (alpha / beta)	0.282 / 0.283	Ha
LUMO (alpha / beta)	-0.43 / -0.42	eV